The following is a quantum chemistry calculation of C46H46BaClN7O5S2 as an isolated structure in a non-equilibrium geometry, from the Open Molecules 2025 dataset.

relative energy (zero: lowest compared OMol25 entry of this formula, charge and spin)	2.249	eV
total charge	0
HOMO level	-7.66	eV
Kohn-Sham gap	7.70	eV

Each line ends with the Mulliken charge.
Positions of all 108 atoms, in Å:
Ba (0.8017, 0.4718, -0.5994)  1.3829
C (-1.5127, 2.7399, 1.5368)  -1.3403
C (-0.3539, 3.6992, 1.2318)  0.7814
C (-0.2944, 4.1472, -0.2000)  -0.0060
C (-0.6624, 5.4461, -0.5493)  -1.1194
C (-0.5890, 5.8386, -1.8723)  -0.4608
C (-0.1402, 4.9255, -2.8084)  -1.0378
C (0.2075, 3.6575, -2.3681)  -0.5697
N (0.1226, 3.2728, -1.1076)  0.7900
N (-1.1137, 1.3365, 1.5618)  1.3160
C (-0.4757, 1.0281, 2.8346)  -0.7824
C (0.0994, -0.3569, 2.9232)  -0.1293
C (-0.1087, -1.1533, 4.0447)  -0.3156
C (0.4758, -2.4047, 4.0926)  -1.0956
C (1.2564, -2.8208, 3.0296)  -1.2442
C (1.4137, -1.9539, 1.9569)  -0.7482
N (0.8428, -0.7648, 1.9015)  0.7936
C (-2.2494, 0.4635, 1.3532)  -0.0761
C (-2.9036, 0.6446, 0.0192)  0.1622
C (-4.2645, 0.3838, -0.1143)  -0.6642
C (-4.8589, 0.5523, -1.3479)  -0.7513
C (-4.0748, 0.9843, -2.4069)  -0.9750
C (-2.7280, 1.2164, -2.1704)  -0.6140
N (-2.1569, 1.0477, -0.9985)  0.7842
H (-2.2832, 2.8593, 0.7735)  0.5877
H (-1.9754, 3.0061, 2.5037)  0.4674
H (0.5932, 3.2186, 1.4779)  -1.3582
H (-0.4308, 4.5833, 1.8692)  0.7425
H (-0.9856, 6.1353, 0.2152)  0.4769
H (-0.8635, 6.8395, -2.1626)  0.4284
H (-0.0446, 5.1861, -3.8512)  0.4609
H (0.5858, 2.9175, -3.0520)  0.6444
H (-1.1904, 1.1711, 3.6697)  -0.0026
H (0.3397, 1.7388, 2.9832)  0.8536
H (-0.7169, -0.7942, 4.8615)  0.5698
H (0.3222, -3.0448, 4.9486)  0.4255
H (1.7347, -3.7868, 3.0249)  0.5893
H (2.0267, -2.2223, 1.1106)  0.9901
H (-3.0196, 0.6067, 2.1362)  0.4165
H (-1.9097, -0.5772, 1.4292)  -1.2424
H (-4.8396, 0.0689, 0.7438)  0.5309
H (-5.9127, 0.3638, -1.4790)  0.4671
H (-4.4916, 1.1462, -3.3851)  0.4732
H (-2.0786, 1.5625, -2.9590)  0.4748
O (-1.2721, -2.7153, 1.5627)  0.2944
S (-2.5074, -3.5228, 1.5981)  -0.1495
C (-3.4214, -3.0824, 0.0662)  -0.0826
C (-2.5627, -3.3946, -1.1489)  0.8148
C (-2.8311, -2.3994, -2.2742)  -0.4150
C (-1.7363, -2.3524, -3.3252)  -1.1869
S (-0.1476, -1.7578, -2.5695)  0.9823
O (-0.5442, -1.3939, -1.1748)  -0.3174
C (0.7157, -3.3238, -2.4190)  0.8818
C (1.2961, -3.8678, -3.5506)  -0.8052
C (2.0270, -5.0376, -3.4359)  -0.8341
C (2.1813, -5.6409, -2.1998)  -0.6178
C (1.6032, -5.0817, -1.0738)  -1.1386
C (0.8670, -3.9130, -1.1758)  0.2031
C (-3.6190, -2.6582, 2.7285)  0.6505
C (-3.1650, -1.5030, 3.3424)  0.6332
C (-4.0017, -0.8263, 4.2132)  -0.3207
C (-5.2738, -1.3051, 4.4675)  -0.8739
C (-5.7137, -2.4697, 3.8589)  -0.6155
C (-4.8848, -3.1540, 2.9909)  -0.6787
H (-3.6001, -2.0093, 0.1274)  -0.6282
H (-4.3785, -3.5992, 0.0749)  0.7555
H (-2.6950, -4.4268, -1.4824)  0.4919
H (-1.5297, -3.2744, -0.8336)  -1.4612
H (-2.8879, -1.4050, -1.8308)  -0.2730
H (-3.7961, -2.5833, -2.7594)  0.7661
H (-1.9958, -1.6284, -4.0970)  0.5436
H (-1.5409, -3.3114, -3.8011)  0.5833
H (1.2012, -3.3754, -4.5062)  0.4639
H (2.4916, -5.4686, -4.3114)  0.4529
H (2.7626, -6.5472, -2.1139)  0.4241
H (1.7312, -5.5502, -0.1099)  0.5217
H (0.4185, -3.4573, -0.3108)  0.0166
H (-2.1640, -1.1614, 3.1296)  -0.4357
H (-3.6564, 0.0731, 4.6979)  0.4902
H (-5.9222, -0.7786, 5.1493)  0.4221
H (-6.7022, -2.8491, 4.0681)  0.4226
H (-5.2191, -4.0697, 2.5313)  0.4560
C (5.7153, -3.5490, -2.4656)  -1.4416
C (5.4564, -2.7879, -1.2117)  1.2217
C (5.5932, -3.3795, 0.0295)  -0.8464
C (5.3032, -2.6671, 1.1789)  0.3978
Cl (5.4449, -3.4573, 2.7206)  -0.2609
C (4.8875, -1.3505, 1.1175)  -1.0062
C (4.7496, -0.7418, -0.1175)  -0.0681
C (5.0288, -1.4514, -1.2800)  0.1469
O (4.8865, -0.9644, -2.5471)  -0.4822
C (4.1264, 0.1962, -2.7457)  -1.0574
C (2.6415, -0.0442, -2.4529)  1.3179
O (1.8116, 0.7732, -2.8779)  -0.7146
O (2.3549, -1.0121, -1.7302)  -0.2012
H (5.9249, -4.5911, -2.2434)  0.4038
H (6.5616, -3.1311, -3.0079)  0.3318
H (4.8519, -3.4938, -3.1252)  0.1884
H (5.9081, -4.4085, 0.1025)  0.3778
H (4.6537, -0.8037, 2.0157)  0.5441
H (4.3767, 0.2687, -0.1418)  0.0676
H (4.2615, 0.4849, -3.7943)  0.3896
H (4.4692, 1.0294, -2.1198)  0.2892
N (2.5479, 1.7305, 0.6850)  -0.9289
C (3.0399, 2.4294, 1.4799)  0.7221
N (3.6380, 3.1034, 2.3672)  -0.8380
C (3.1425, 4.2738, 2.6418)  0.5809
N (2.7365, 5.3129, 2.9236)  -0.6467

Cartesian forces (eV/Å) of the 6 atoms listed first:
-1.61 2.70 2.05
-0.12 0.26 0.01
0.01 0.15 0.23
-0.17 0.41 0.28
0.03 -0.16 0.04
0.02 -0.10 0.03


The following is a quantum chemistry calculation of one molecule with the formula C12H21N4O5P, from the Open Molecules 2025 dataset.

total charge	0
HOMO level	-9.57	eV
SMILES	CCOP(=O)(CCCc1nnc(COC(C)=O)nn1)OCC
Kohn-Sham gap	8.65	eV

Each line ends with the natural charge from an NBO analysis.
Positions of all 43 atoms, in Å:
C (2.6600, -2.8603, -1.0972)  -0.6462
C (3.6312, -1.6959, -0.9625)  -0.0642
O (3.1352, -0.5027, -1.5923)  -0.8108
P (2.3270, 0.6192, -0.7988)  2.3999
O (1.3394, 1.2744, -1.6732)  -1.1009
C (1.6062, -0.1094, 0.6720)  -0.8365
C (0.6860, 0.9027, 1.3438)  -0.3873
C (-0.0955, 0.2947, 2.5340)  -0.4462
C (-1.3943, -0.2842, 2.0765)  0.3429
N (-2.5288, 0.3197, 2.4577)  -0.1778
N (-3.6576, -0.1454, 1.9921)  -0.1502
C (-3.6029, -1.1988, 1.1744)  0.2676
C (-4.8952, -1.7249, 0.6114)  -0.1139
O (-5.7120, -0.6900, 0.0749)  -0.5085
C (-5.1539, 0.0145, -0.9568)  0.7942
C (-4.5681, -0.8008, -2.0723)  -0.7529
O (-5.1855, 1.2007, -0.9516)  -0.5242
N (-2.4862, -1.8291, 0.8233)  -0.1855
N (-1.3509, -1.3595, 1.2869)  -0.2049
O (3.4260, 1.5916, -0.1863)  -0.8315
C (3.7803, 2.7816, -0.9362)  -0.0663
C (3.2100, 4.0205, -0.2714)  -0.6386
H (3.2235, -3.7783, -1.2662)  0.2181
H (2.0489, -3.0110, -0.2098)  0.2102
H (2.0207, -2.7092, -1.9646)  0.2324
H (3.9000, -1.5123, 0.0780)  0.1762
H (4.5579, -1.9354, -1.4808)  0.1923
H (2.3883, -0.4137, 1.3710)  0.2361
H (1.0716, -1.0022, 0.3491)  0.2604
H (1.2670, 1.7496, 1.7066)  0.2214
H (-0.0277, 1.2968, 0.6192)  0.2344
H (0.4893, -0.4948, 3.0053)  0.2256
H (-0.3145, 1.0838, 3.2483)  0.2404
H (-5.4760, -2.2139, 1.3897)  0.2244
H (-4.6598, -2.4716, -0.1484)  0.2017
H (-4.5364, -0.1602, -2.9495)  0.2525
H (-5.1533, -1.6942, -2.2737)  0.2296
H (-3.5403, -1.0773, -1.8310)  0.2458
H (4.8685, 2.8159, -0.9357)  0.1817
H (3.4483, 2.6869, -1.9670)  0.2041
H (3.9344, 4.8341, -0.3214)  0.2130
H (2.2966, 4.3653, -0.7505)  0.2231
H (3.0228, 3.8232, 0.7828)  0.2182

Cartesian forces (eV/Å) of the 6 atoms listed first:
0.17 -0.10 -0.01
0.26 -0.15 -0.20
-0.14 -0.20 0.32
-0.50 0.12 -0.43
0.29 -0.03 0.12
0.27 0.00 -0.07


The following is a quantum chemistry calculation of C52H54N5O8RbS3Si as an isolated structure, from the Open Molecules 2025 dataset.

relative energy (zero: lowest compared OMol25 entry of this formula, charge and spin)	0.000	eV
total charge	-2
HOMO level	-1.30	eV
Kohn-Sham gap	4.43	eV

Each line ends with the Mulliken charge.
Positions of all 124 atoms, in Å:
Rb (0.3171, 0.1841, -0.1752)  1.2246
C (2.1331, 1.5239, 4.1244)  -0.4286
C (3.4740, 1.2120, 4.0492)  -0.4631
C (3.8819, 0.1337, 3.2831)  -0.7536
C (2.9706, -0.6429, 2.5811)  0.1073
N (1.6699, -0.3219, 2.7502)  0.3507
C (1.2309, 0.7232, 3.4563)  -0.1300
C (3.4257, -1.7003, 1.6414)  0.4070
C (4.2557, -2.6938, 2.1800)  -0.2603
C (4.8984, -3.5784, 1.3278)  -0.9355
C (4.6905, -3.4322, -0.0436)  -0.4704
C (3.8310, -2.4520, -0.5219)  -0.6872
C (3.1331, -1.5112, 0.2753)  0.2769
H (1.7696, 2.4064, 4.6279)  0.2440
H (4.2100, 1.8367, 4.5401)  0.3708
H (4.9277, -0.1020, 3.1482)  0.4428
H (0.1584, 0.8345, 3.4060)  0.4425
H (4.3991, -2.7643, 3.2566)  0.3981
H (5.5505, -4.3540, 1.7173)  0.3796
H (5.1936, -4.1023, -0.7398)  0.3779
H (3.6859, -2.4253, -1.6066)  0.1049
N (-1.9643, -0.5169, -1.5937)  0.0303
S (-2.0516, -0.7705, -3.0001)  0.9438
N (-2.5373, -2.3705, -3.5115)  0.0477
S (-1.6738, -3.6019, -3.7347)  0.9449
N (-0.4275, -4.0870, -2.9818)  0.0612
S (-0.1188, -3.7783, -1.3250)  0.3500
N (0.3051, -2.4690, -0.9217)  0.2921
C (-1.6362, -4.3966, -0.5748)  0.3689
C (-2.0384, -5.7269, -0.5697)  -0.3620
C (-3.2402, -6.0561, 0.0336)  -0.7871
C (-4.0285, -5.0628, 0.6120)  -0.6875
C (-3.6155, -3.7396, 0.6002)  -0.5713
C (-2.4012, -3.4035, 0.0085)  0.1288
C (0.9873, -5.1723, -1.0769)  0.4459
C (1.7589, -5.0606, 0.0720)  -0.8033
C (2.6119, -6.1019, 0.4123)  -0.5592
C (2.7000, -7.2255, -0.3975)  -0.6609
C (1.9467, -7.3096, -1.5619)  -0.6875
C (1.0845, -6.2786, -1.9066)  -0.1993
C (-1.1054, -3.6725, -5.4393)  0.5017
C (0.2360, -3.8126, -5.7333)  -0.2091
C (0.6313, -3.7815, -7.0650)  -0.7235
C (-0.3087, -3.6234, -8.0702)  -0.5519
C (-1.6573, -3.4842, -7.7564)  -0.6823
C (-2.0596, -3.4999, -6.4328)  -0.6802
C (-2.9104, -4.9069, -3.6829)  0.7145
C (-2.5370, -6.1771, -4.0969)  -0.8334
C (-3.4399, -7.2185, -3.9665)  -0.6690
C (-4.6935, -6.9817, -3.4103)  -0.5355
C (-5.0458, -5.7071, -2.9960)  -0.7150
C (-4.1524, -4.6530, -3.1351)  -0.4147
C (-3.3310, 0.1309, -3.8735)  0.2014
C (-3.3780, 1.4650, -3.4859)  -0.7650
C (-4.3626, 2.2660, -4.0611)  -0.8974
C (-5.2702, 1.7422, -4.9700)  -0.5030
C (-5.2064, 0.3993, -5.3286)  -0.7246
C (-4.2272, -0.4155, -4.7795)  0.0862
C (-0.6073, -0.5657, -4.0701)  0.6581
C (-0.7937, -0.2932, -5.4212)  -0.6238
C (0.3009, -0.1853, -6.2631)  -0.7755
C (1.5825, -0.3563, -5.7567)  -0.8736
C (1.7587, -0.6296, -4.4105)  -0.9592
C (0.6697, -0.7276, -3.5505)  0.8296
H (-1.4199, -6.4944, -1.0192)  0.4486
H (-3.5675, -7.0896, 0.0521)  0.4265
H (-4.9671, -5.3321, 1.0844)  0.3651
H (-4.1903, -2.9389, 1.0489)  0.6343
H (-2.0541, -2.3784, -0.0040)  -0.1104
H (1.7175, -4.1515, 0.6658)  0.4801
H (3.2233, -6.0093, 1.2996)  0.4153
H (3.3715, -8.0332, -0.1301)  0.3516
H (2.0331, -8.1754, -2.2080)  0.4279
H (0.4986, -6.3235, -2.8155)  0.2515
H (0.9510, -3.9226, -4.9290)  0.4979
H (1.6830, -3.8655, -7.3071)  0.4578
H (0.0088, -3.5948, -9.1054)  0.3783
H (-2.3904, -3.3492, -8.5415)  0.4190
H (-3.1030, -3.3721, -6.1671)  0.1164
H (-1.5492, -6.3484, -4.5098)  0.2432
H (-3.1636, -8.2145, -4.2876)  0.4054
H (-5.3934, -7.8000, -3.2926)  0.3802
H (-6.0126, -5.5261, -2.5442)  0.4410
H (-4.3967, -3.6511, -2.8055)  0.5001
H (-2.6794, 1.9365, -2.7524)  0.5521
H (-4.3990, 3.3092, -3.7712)  0.5086
H (-6.0378, 2.3760, -5.4009)  0.3525
H (-5.9207, -0.0152, -6.0311)  0.4193
H (-4.1646, -1.4644, -5.0421)  0.1098
H (-1.7904, -0.1515, -5.8177)  0.4562
H (0.1486, 0.0390, -7.3123)  0.4530
H (2.4423, -0.2656, -6.4108)  0.3887
H (2.7514, -0.7428, -3.9921)  0.5510
H (0.8842, -0.9471, -2.5147)  -0.5897
O (1.0528, 2.4788, -1.9151)  -0.5557
H (1.4359, 2.5362, -1.0245)  0.2914
H (0.1098, 2.7980, -1.8011)  0.4557
O (-3.1191, -0.5572, 1.2307)  -0.7017
H (-2.9485, -0.2740, 0.3176)  0.2499
H (-2.2189, -0.6683, 1.6003)  0.4145
O (0.7278, -1.1272, 2.0834)  0.2724
O (-0.5626, -0.6838, 2.3928)  -0.8587
O (-1.5956, 3.0274, -1.7800)  -0.8764
O (-2.2275, 3.5424, -0.5753)  -0.4051
C (-2.6544, 5.5809, 1.9121)  -1.1143
Si (-2.3841, 3.7206, 2.0839)  0.1703
C (-4.0662, 2.8977, 2.2953)  -1.0118
C (-1.3051, 3.3817, 3.5928)  -0.7316
C (-1.5245, 3.0717, 0.5487)  1.2058
H (-3.2331, 5.9768, 2.7534)  0.3127
H (-3.1868, 5.7846, 0.9801)  0.2776
H (-1.6961, 6.1058, 1.8748)  0.2985
H (-4.5437, 3.2239, 3.2264)  0.3328
H (-3.9656, 1.8088, 2.3059)  0.2524
H (-4.7234, 3.1606, 1.4615)  0.2637
H (-1.4888, 4.1262, 4.3760)  0.4315
H (-0.2462, 3.4462, 3.3165)  -0.0817
H (-1.5162, 2.3953, 4.0163)  0.3558
H (-0.4688, 3.3805, 0.5327)  -0.0498
H (-1.5258, 1.9677, 0.5694)  -0.9175
O (2.2033, 3.9041, 2.5443)  -0.6966
C (2.3612, 3.3721, 1.4259)  -0.6144
O (1.8223, 2.3347, 0.9634)  -0.0889
H (3.1126, 3.8583, 0.7518)  0.2385

Cartesian forces (eV/Å) of the 6 atoms listed first:
0.45 0.71 -0.12
-0.20 -0.05 0.01
0.11 0.03 0.06
-0.08 -0.05 -0.07
0.03 0.10 0.09
-0.13 0.00 -0.20